# 1
{
  "formula": "C34H31CaN5O2",
  "method": "ωB97M-V with the def2-TZVPD basis set",
  "e_tot_ha": -2416.13865,
  "e_above_lowest_kcal_mol": 50.4,
  "multiplicity": 1,
  "orbital_gap_ev": 4.624,
  "e_homo_ev": -0.102,
  "total_charge": -2,
  "e_lumo_ev": 4.521,
  "symbols": ["Ca", "O", "C", "N", "C", "C", "C", "C", "C", "C", "N", "C", "O", "C", "C", "C", "C", "C", "N", "C", "C", "C", "C", "C", "N", "H", "H", "H", "H", "H", "H", "H", "H", "H", "H", "H", "H", "C", "N", "C", "C", "C", "C", "C", "C", "C", "C", "H", "H", "H", "H", "H", "H", "H", "H", "H", "H", "H", "H", "C", "C", "C", "C", "C", "C", "C", "H", "H", "H", "H", "H", "H", "H"],
  "xyz": [[0.4497, -0.2460, 0.2662], [3.8505, -2.6255, 0.0674], [2.6237, -2.5039, -0.0399], [1.7619, -2.0104, 0.8565], [2.1162, -1.9829, 2.2063], [2.8142, -3.0492, 2.7877], [3.0987, -3.0895, 4.1413], [2.6885, -2.0426, 4.9548], [1.9664, -0.9957, 4.4083], [1.6434, -0.9484, 3.0465], [0.9659, 0.1344, 2.4745], [0.0512, 0.8003, 3.1811], [-0.5268, 0.4573, 4.2277], [-0.2858, 2.1674, 2.6225], [-1.3428, 2.8750, 3.1909], [-1.6368, 4.1420, 2.7276], [-0.8470, 4.6795, 1.7201], [0.1912, 3.9066, 1.2274], [0.4750, 2.6835, 1.6563], [1.9472, -3.1205, -1.2520], [2.7443, -3.7155, -2.2267], [2.1454, -4.4744, -3.2147], [0.7640, -4.6084, -3.2031], [0.0531, -3.9572, -2.2072], [0.6173, -3.2321, -1.2504], [3.1359, -3.8572, 2.1444], [3.6353, -3.9365, 4.5560], [2.9260, -2.0438, 6.0135], [1.6282, -0.1904, 5.0446], [-1.8985, 2.4014, 3.9871], [-2.4633, 4.7062, 3.1442], [-1.0397, 5.6647, 1.3158], [0.8271, 4.2884, 0.4340], [3.8133, -3.5723, -2.1748], [2.7409, -4.9432, -3.9890], [0.2470, -5.1932, -3.9538], [-1.0314, -4.0197, -2.1763], [-5.7200, -0.2177, 0.6272], [-4.5837, 0.1023, 1.4557], [-4.8053, 1.2090, 2.3575], [-3.2645, 0.0440, 0.8305], [-2.7705, 1.1766, -0.0645], [-3.6489, 2.1287, -0.5779], [-3.1853, 3.1679, -1.3760], [-1.8358, 3.2308, -1.6790], [-0.9831, 2.2396, -1.2025], [-1.3943, 1.1835, -0.3767], [-6.5509, -0.5345, 1.2687], [-5.4627, -1.0460, -0.0343], [-6.0888, 0.6114, 0.0013], [-5.6945, 1.0031, 2.9631], [-4.9516, 2.1794, 1.8613], [-3.9444, 1.2991, 3.0190], [-3.2327, -0.8872, 0.2542], [-2.5380, -0.0695, 1.6442], [-4.7141, 2.0730, -0.3816], [-3.8762, 3.9124, -1.7585], [-1.4529, 4.0381, -2.2974], [0.0647, 2.3108, -1.5000], [0.6869, -0.3891, -2.9597], [1.9807, -0.0797, -3.3618], [2.7164, 1.0468, -2.8552], [3.9614, 1.3886, -3.3302], [4.6032, 0.6338, -4.3175], [3.9448, -0.5058, -4.7888], [2.6947, -0.8593, -4.3346], [0.1588, -1.2072, -3.4349], [0.0761, 0.3348, -2.4337], [2.2624, 1.6419, -2.0657], [4.4668, 2.2609, -2.9245], [5.5836, 0.9103, -4.6882], [4.4405, -1.1337, -5.5262], [2.2075, -1.7451, -4.7281]],
  "atomic_forces_ev_per_a": [[0.19, 0.19, -1.30], [-0.15, -0.08, -0.20], [0.16, -0.29, 0.48], [0.22, -0.16, 0.18], [0.18, -0.12, 0.31], [0.04, 0.03, 0.02], [-0.01, -0.04, -0.06], [0.04, 0.01, 0.06], [-0.03, 0.02, 0.00], [0.16, -0.27, 0.31], [-0.01, 0.06, 0.23], [0.19, -0.36, 0.30], [0.02, 0.21, -0.06], [-0.06, 0.35, -0.07], [-0.04, -0.10, 0.02], [0.09, 0.04, -0.09], [-0.08, -0.04, 0.09], [0.07, 0.08, -0.09], [-0.03, -0.12, 0.07], [-0.05, -0.19, -0.16], [0.03, 0.07, -0.06], [-0.11, 0.11, 0.02], [0.07, -0.01, -0.06], [-0.10, 0.07, -0.02], [0.05, -0.01, 0.02], [0.04, 0.03, -0.02], [0.02, 0.02, -0.01], [-0.03, 0.01, 0.00], [-0.05, 0.00, -0.01], [-0.01, -0.03, 0.00], [-0.01, -0.01, -0.01], [0.02, -0.01, -0.02], [-0.04, 0.00, -0.01], [0.01, 0.02, 0.04], [0.01, -0.01, 0.00], [-0.02, 0.00, 0.01], [0.01, 0.00, -0.03], [0.03, 0.06, 0.09], [0.00, 0.05, -0.13], [0.03, -0.14, -0.06], [-0.06, 0.03, 0.06], [0.02, 0.10, -0.15], [-0.16, -0.02, 0.03], [0.03, 0.02, -0.01], [0.00, 0.05, -0.09], [-0.09, -0.01, 0.04], [-0.82, 0.25, -0.03], [-0.03, -0.01, -0.04], [-0.02, 0.00, -0.01], [0.01, -0.03, -0.01], [0.03, 0.01, 0.04], [0.00, 0.03, -0.03], [0.02, 0.03, 0.07], [0.04, -0.02, 0.04], [0.02, 0.00, -0.03], [0.04, 0.02, 0.10], [0.00, 0.00, 0.00], [0.01, -0.02, -0.01], [-0.02, 0.05, -0.01], [-0.01, 0.00, 0.50], [0.09, 0.13, -0.13], [-0.05, -0.06, -0.01], [0.03, -0.04, -0.05], [0.13, 0.03, -0.07], [0.06, 0.05, 0.06], [-0.02, 0.01, 0.08], [-0.01, -0.06, 0.04], [0.01, 0.04, -0.16], [0.01, 0.06, -0.05], [-0.04, 0.00, 0.05], [0.00, -0.02, 0.04], [-0.06, 0.00, -0.02], [-0.01, -0.04, -0.02]]
}

---

# 2
{
  "formula": "C36H70Cl12N4O20Pb",
  "method": "ωB97M-V with the def2-TZVPD basis set",
  "e_tot_ha": -8852.82867,
  "multiplicity": 1,
  "orbital_gap_ev": 9.378,
  "e_homo_ev": -9.048,
  "total_charge": 0,
  "e_lumo_ev": 0.331,
  "symbols": ["Pb", "C", "C", "O", "O", "H", "H", "H", "C", "C", "O", "O", "H", "H", "H", "C", "Cl", "Cl", "Cl", "H", "C", "Cl", "Cl", "Cl", "H", "C", "Cl", "Cl", "Cl", "H", "C", "Cl", "Cl", "Cl", "H", "C", "C", "O", "C", "O", "O", "C", "H", "H", "H", "H", "H", "H", "H", "H", "C", "C", "O", "C", "O", "O", "C", "H", "H", "H", "H", "H", "H", "H", "H", "C", "C", "O", "C", "O", "O", "C", "H", "H", "H", "H", "H", "H", "H", "H", "C", "C", "O", "C", "O", "O", "C", "H", "H", "H", "H", "H", "H", "H", "H", "C", "C", "O", "N", "C", "H", "H", "H", "H", "H", "H", "H", "C", "C", "O", "N", "C", "H", "H", "H", "H", "H", "H", "H", "C", "C", "O", "N", "C", "H", "H", "H", "H", "H", "H", "H", "C", "C", "O", "N", "C", "H", "H", "H", "H", "H", "H", "H"],
  "xyz": [[0.7207, -1.2013, 2.8905], [0.4378, 0.4223, -1.3662], [0.6033, 0.0078, 0.0700], [0.1985, -1.1795, 0.4318], [1.1412, 0.7735, 0.8964], [1.2385, 1.0830, -1.6215], [-0.4832, 1.0315, -1.5488], [0.4389, -0.3081, -2.1539], [-3.3424, -1.0273, 4.3765], [-1.9698, -1.1955, 3.6576], [-1.4839, -2.2520, 3.2911], [-1.2689, -0.1213, 3.5008], [-3.6163, 0.0577, 4.4780], [-3.0601, -1.3862, 5.3397], [-4.0542, -1.7353, 3.9648], [0.8011, 4.0765, -0.1486], [0.0648, 5.3168, 0.9139], [2.5501, 4.2426, -0.1009], [0.1486, 4.0246, -1.7975], [0.5426, 3.0689, 0.2345], [1.0914, -4.3119, -0.9307], [2.7708, -4.9079, -1.0595], [-0.1861, -5.5943, -0.9480], [0.8194, -3.1100, -2.2883], [1.0693, -3.7083, 0.0171], [4.5919, -0.2395, -2.6254], [3.6144, 0.6805, -3.7313], [5.2182, 0.5813, -1.2546], [5.9476, -1.0151, -3.5396], [3.9713, -1.0237, -2.3149], [-2.6083, -2.2126, -0.6417], [-3.2082, -0.5536, -0.5142], [-2.4859, -2.6668, -2.3130], [-3.5511, -3.3634, 0.2121], [-1.5370, -2.1686, -0.2389], [-3.6123, -3.1694, -6.4460], [-4.8146, -2.3438, -6.2051], [-5.5115, -2.2685, -7.4647], [-6.6044, -1.4729, -7.3998], [-6.7610, -0.5886, -6.5916], [-7.5547, -1.7114, -8.2793], [-7.3239, -2.8024, -9.2753], [-3.6991, -4.1166, -6.9115], [-3.0605, -3.4860, -5.6060], [-2.8053, -2.6147, -6.9946], [-4.5140, -1.2614, -5.9004], [-5.4283, -2.7635, -5.3969], [-8.3086, -2.8148, -9.7295], [-7.0108, -3.6764, -8.7194], [-6.5649, -2.5505, -10.0522], [-2.1319, 0.6260, -3.8877], [-3.6703, 0.6087, -4.0327], [-4.1842, 1.0985, -5.2472], [-5.4214, 1.5548, -5.2561], [-6.1080, 1.7832, -4.3247], [-5.6129, 1.9578, -6.5406], [-6.8518, 2.7047, -6.6913], [-1.7413, 1.5271, -3.5016], [-1.7134, 0.2358, -4.8345], [-1.8722, -0.1175, -3.1278], [-4.1361, 1.1774, -3.2207], [-3.9095, -0.4436, -3.9337], [-7.0409, 2.8037, -7.7576], [-6.7163, 3.6776, -6.2602], [-7.6148, 2.1783, -6.1513], [-3.9706, 1.9617, 2.1161], [-2.5603, 2.5163, 1.9522], [-2.3069, 2.6011, 0.4895], [-2.9905, 3.5870, -0.1116], [-3.5631, 4.4799, 0.4475], [-2.9957, 3.3246, -1.4838], [-3.6632, 4.3447, -2.2747], [-4.7689, 2.4705, 1.5942], [-4.2701, 1.8658, 3.1663], [-3.9376, 0.9528, 1.7217], [-1.8361, 1.8443, 2.4044], [-2.3831, 3.4889, 2.3709], [-4.7383, 4.2616, -2.2383], [-3.3181, 4.3107, -3.3250], [-3.4931, 5.3462, -1.8155], [5.4615, -3.0522, 1.0651], [4.5095, -1.8502, 1.3528], [3.6903, -2.0579, 2.5118], [4.1590, -1.5527, 3.6527], [5.2692, -1.2370, 3.8140], [3.1947, -1.6853, 4.5272], [3.4668, -1.6024, 5.9688], [5.8810, -3.0127, 0.0422], [4.8505, -3.9899, 1.0941], [6.2350, -3.2905, 1.8645], [3.8392, -1.8506, 0.5057], [5.1341, -0.9388, 1.3605], [3.7259, -0.5361, 6.2630], [4.2717, -2.2666, 6.1563], [2.5354, -1.9757, 6.4039], [0.6084, 2.7134, 3.3151], [1.8759, 2.0502, 3.7359], [1.8561, 1.1519, 4.6101], [2.9968, 2.4350, 3.1261], [4.2536, 1.7229, 3.3597], [-0.1306, 2.7016, 4.1213], [0.2203, 1.9862, 2.6019], [0.7874, 3.7800, 2.9908], [2.9529, 3.1259, 2.3270], [4.1217, 0.8288, 2.8057], [4.3715, 1.5815, 4.4128], [5.0195, 2.3838, 2.9122], [-1.1586, -5.1292, 2.9004], [0.2343, -4.5781, 2.9007], [0.6794, -3.7681, 2.1145], [0.9754, -5.1417, 3.9158], [2.4139, -5.0097, 4.1760], [-1.1692, -5.9405, 2.2240], [-2.0390, -4.5272, 2.6238], [-1.3413, -5.5180, 3.8579], [0.4979, -5.7320, 4.5257], [2.8346, -4.1371, 3.6431], [2.9550, -5.9056, 3.7622], [2.5780, -5.0101, 5.2102], [-1.0737, -1.6889, 7.9040], [-0.4185, -1.1033, 6.6528], [-0.0177, -1.9228, 5.8277], [-0.1126, 0.2140, 6.5244], [0.1743, 1.1058, 7.6085], [-0.8642, -1.0531, 8.7827], [-0.6982, -2.7014, 8.1277], [-2.1542, -1.7674, 7.9148], [0.4143, 0.3229, 5.6411], [0.7322, 1.9788, 7.2630], [0.7835, 0.6598, 8.3355], [-0.7877, 1.3416, 8.0576], [9.1804, 6.1507, -2.2668], [8.0459, 5.3351, -2.8364], [6.8730, 5.6430, -2.7487], [8.4482, 4.2156, -3.5187], [7.4663, 3.5413, -4.4061], [9.1829, 7.1230, -2.7541], [10.1270, 5.7082, -2.4667], [8.9734, 6.2825, -1.2380], [9.4361, 4.1596, -3.6284], [8.0144, 3.1131, -5.2941], [6.6925, 4.2646, -4.7351], [6.9345, 2.7395, -3.9140]],
  "atomic_forces_ev_per_a": [[-0.34, -0.08, -0.70], [-0.79, 1.23, -0.42], [-0.49, -2.00, 0.73], [0.33, 1.15, -0.12], [-0.09, 0.27, -0.08], [0.66, 0.63, 0.00], [0.51, -0.50, 0.64], [-0.11, -0.96, 0.24], [1.65, 0.43, -0.85], [-0.47, 2.96, 0.13], [-0.20, -2.11, -0.32], [-0.52, 0.32, 0.27], [0.03, -1.33, -0.45], [-0.16, -0.30, 1.15], [-0.34, 0.36, -0.10], [-0.64, -1.11, 0.46], [-0.02, -0.30, -0.72], [0.14, 0.02, -0.21], [0.26, 0.60, 0.25], [0.28, 0.74, 0.17], [-0.03, 1.28, 0.11], [-0.65, -0.25, 0.01], [1.11, 0.91, 0.07], [0.23, -0.98, 0.77], [-0.47, -0.88, -0.96], [0.94, -0.49, -1.31], [-0.15, 0.71, -0.09], [0.09, 0.75, 0.55], [-0.29, 0.17, 0.24], [-0.67, -1.11, 0.62], [2.48, 0.87, 0.50], [-0.18, 0.02, 0.16], [-0.20, -0.28, -0.98], [-0.65, -0.53, 0.73], [-1.55, -0.12, -0.36], [2.42, 0.82, -1.01], [0.77, 2.01, 0.75], [-1.09, -0.08, 0.20], [0.09, 1.09, 1.12], [0.23, -0.61, -0.08], [0.77, -1.24, -1.75], [-0.07, 1.51, 0.43], [-0.96, -0.78, -1.04], [0.21, 0.15, 1.90], [-0.95, -0.29, 0.01], [-0.58, -1.96, -0.48], [-0.27, 0.16, -0.46], [0.08, -0.68, -0.12], [-0.28, -0.32, -0.24], [-0.45, 0.12, 0.82], [-1.14, -1.46, -0.91], [0.67, -0.16, 1.75], [1.31, -0.74, -0.58], [1.36, 1.48, -2.32], [-1.37, -0.14, 1.33], [-1.01, 0.24, 0.53], [0.94, -0.63, -0.14], [0.54, 1.33, -0.26], [0.23, 0.66, 0.39], [-0.25, 0.01, -0.13], [0.07, -0.31, 0.02], [-0.63, -0.20, 0.04], [-0.03, -0.24, 0.09], [0.02, 0.59, 0.25], [-0.61, -0.16, -0.07], [0.33, -0.57, 0.56], [-0.69, 0.03, -0.85], [0.14, 0.13, 0.39], [-0.22, -0.99, -1.15], [0.15, 0.15, -0.48], [-0.23, 0.86, 1.29], [0.40, 1.07, 0.59], [0.11, 0.54, -0.14], [0.21, 0.20, -0.10], [-0.10, -0.30, -0.04], [-0.03, -0.25, -0.55], [-0.23, 0.60, 0.14], [-0.38, -0.64, -0.04], [0.05, -0.23, 0.77], [0.34, -0.66, -0.50], [-0.46, -1.39, 1.25], [1.73, -1.14, -0.88], [-0.27, 0.53, -1.22], [-1.47, -2.07, -0.31], [3.14, 1.51, 0.98], [-1.01, 0.21, 1.54], [-0.45, 1.52, -1.11], [0.02, 0.28, 0.66], [0.17, 0.71, -0.24], [-0.64, 0.96, -1.09], [-0.45, 0.42, -0.04], [-0.77, -0.20, 0.46], [-0.47, -1.38, -0.37], [0.85, -0.49, 0.44], [0.25, 0.36, 0.06], [0.05, 0.75, 0.32], [-0.32, -0.10, 0.91], [0.43, 0.25, -0.76], [-0.06, 1.37, -0.87], [-0.74, 1.93, -1.11], [0.33, 0.07, 0.13], [-0.15, 0.68, -0.70], [-0.43, -1.42, -0.16], [-0.13, -1.30, 1.46], [0.70, -1.12, -0.25], [0.34, -0.29, 0.47], [-0.02, -0.75, 0.43], [-0.72, 0.74, -0.61], [-0.07, -0.75, 1.69], [0.70, 0.64, -0.68], [0.93, 1.39, -1.40], [-0.02, -0.74, -2.80], [0.12, -1.15, -0.86], [1.05, 0.43, 0.05], [-0.50, -0.62, 1.34], [-0.82, -0.94, 0.88], [-0.41, -0.29, 0.55], [-0.45, 0.69, 0.31], [0.28, 0.41, 1.49], [0.34, 0.72, 1.13], [0.71, -0.90, 0.94], [-0.26, 0.12, -0.83], [0.26, -1.31, -1.52], [-1.16, 0.61, -0.47], [0.06, -0.23, -0.26], [0.06, 0.53, -0.44], [-0.29, 0.15, -0.60], [-0.18, 0.53, 0.72], [-0.51, -0.01, -0.19], [0.94, -0.81, 1.21], [0.18, 0.69, 0.32], [-0.84, 0.26, -0.95], [-0.07, -0.42, -0.64], [0.10, 0.16, 0.24], [-1.40, 0.38, -0.09], [1.00, 0.25, -0.82], [-0.17, 0.13, 0.04], [0.84, -0.43, 0.21], [0.14, 0.22, 1.14], [0.29, -0.55, -0.51], [-0.62, 0.50, 0.91], [0.68, -0.28, 0.15], [0.04, -0.26, 0.32]]
}

---

- Number 1 is which compound?
  C34H31CaN5O2